Entry 1:
{"formula": "C23H36N2O", "method": "ωB97M-V/def2-TZVPD", "smiles": "O=C(NCCCN1CCCCCC1)[C@H](c1ccccc1)C1CCCCC1", "e_lumo_ev": 0.8327, "homo_lumo_gap_ev": 9.1, "e_homo_ev": -8.3, "spin_multiplicity": 1, "elements": ["O", "N", "N", "C", "C", "C", "C", "C", "C", "C", "C", "C", "C", "C", "C", "C", "C", "C", "C", "C", "C", "C", "C", "C", "C", "C", "H", "H", "H", "H", "H", "H", "H", "H", "H", "H", "H", "H", "H", "H", "H", "H", "H", "H", "H", "H", "H", "H", "H", "H", "H", "H", "H", "H", "H", "H", "H", "H", "H", "H", "H", "H"], "xyz": [[0.3509, 0.0695, 1.8535], [-0.2007, -1.5505, 0.4281], [-2.8716, -1.0407, -0.2136], [-0.2129, -2.2565, -0.8277], [4.1688, -2.5199, 1.7939], [1.2986, 2.2533, -0.1849], [3.4655, -1.9509, -0.8169], [0.5842, -0.5226, 0.8167], [-4.8702, 1.4507, 0.7563], [4.7825, -3.1967, 0.7529], [-3.3726, 1.1761, 0.8947], [2.8452, -1.2665, 0.2209], [3.2074, -1.5619, 1.5304], [-1.1071, -1.5797, -1.8756], [3.6564, 1.4705, -0.4531], [1.7985, 3.6618, 0.1205], [-5.7608, 0.2298, 0.9688], [4.4288, -2.9090, -0.5537], [-2.7805, 0.4128, -0.2878], [-5.3982, -0.9534, 0.0753], [-4.0438, -1.5716, 0.4574], [4.1578, 2.8784, -0.1453], [3.1310, 3.9211, -0.5741], [-2.5915, -1.6504, -1.5003], [1.8026, -0.2128, -0.0559], [2.3249, 1.2048, 0.2489], [4.3376, 2.9689, 0.9283], [-5.6953, -0.0880, 2.0127], [1.0575, 4.3953, -0.2056], [-3.1780, -1.1857, -2.3148], [5.5340, -3.9446, 0.9589], [-6.7978, 0.5191, 0.7791], [-0.5913, -3.2648, -0.6339], [3.2028, -1.7257, -1.8421], [-3.8979, -1.4512, 1.5360], [5.1059, 3.0532, -0.6592], [-3.1558, 0.6532, 1.8252], [-0.8007, -0.5405, -1.9981], [1.9244, 3.7703, 1.1996], [4.4410, -2.7404, 2.8157], [-1.0736, -1.6155, 0.9404], [-2.8597, 2.1395, 0.9432], [4.4003, 0.7380, -0.1330], [-4.0643, -2.6467, 0.2600], [3.5238, 1.3618, -1.5333], [-6.1726, -1.7167, 0.1791], [-5.1557, 2.2138, 1.4844], [2.9926, 3.8699, -1.6571], [0.8075, -2.3518, -1.2015], [4.9049, -3.4306, -1.3715], [3.4913, 4.9230, -0.3305], [1.5175, -0.2507, -1.1115], [1.1148, 2.1598, -1.2598], [-5.0584, 1.8640, -0.2386], [2.4656, 1.2871, 1.3304], [-5.3812, -0.6439, -0.9714], [-1.7149, 0.6572, -0.3460], [-2.8758, -2.7048, -1.4481], [-0.9739, -2.0853, -2.8340], [-3.2512, 0.7867, -1.2152], [0.3580, 2.0795, 0.3400], [2.7257, -1.0389, 2.3427]], "lowdin_charge": [0.058, 0.085, -0.193, -0.168, -0.072, -0.161, -0.051, -0.478, -0.209, -0.094, -0.173, -0.210, -0.016, -0.158, -0.158, -0.197, -0.217, -0.083, -0.189, -0.175, -0.188, -0.198, -0.212, -0.208, -0.168, -0.280, 0.116, 0.111, 0.108, 0.119, 0.099, 0.106, 0.127, 0.115, 0.115, 0.108, 0.117, 0.101, 0.118, 0.103, 0.135, 0.112, 0.115, 0.114, 0.126, 0.107, 0.107, 0.112, 0.101, 0.101, 0.106, 0.140, 0.124, 0.111, 0.151, 0.113, 0.098, 0.117, 0.112, 0.124, 0.103, 0.121]}

***

Entry 2:
{"formula": "C24H31N3O5S", "method": "ωB97M-V/def2-TZVPD", "smiles": "COc1ccc(CNC(=O)[C@H](NS(=O)(=O)c2ccc3c(c2)CCCN3C(C)=O)C(C)C)cc1", "e_lumo_ev": 0.4518, "homo_lumo_gap_ev": 8.7, "e_homo_ev": -8.3, "spin_multiplicity": 1, "elements": ["S", "O", "O", "O", "O", "O", "N", "N", "N", "C", "C", "C", "C", "C", "C", "C", "C", "C", "C", "C", "C", "C", "C", "C", "C", "C", "C", "C", "C", "C", "C", "C", "C", "H", "H", "H", "H", "H", "H", "H", "H", "H", "H", "H", "H", "H", "H", "H", "H", "H", "H", "H", "H", "H", "H", "H", "H", "H", "H", "H", "H", "H", "H", "H"], "xyz": [[0.6482, -2.6738, 0.4031], [-0.3280, -2.9215, 1.4310], [1.1345, 3.6954, -0.5971], [1.7519, -3.5896, 0.3016], [-3.2838, -2.5307, -2.1262], [-2.0963, 3.8103, 1.3573], [-0.2099, -2.5625, -1.0213], [-2.8314, -2.3514, 0.0839], [2.7541, 2.8754, 0.7650], [-1.7947, 4.6968, 0.3010], [-2.5778, -2.7666, -1.1671], [4.6015, 0.7701, 0.8109], [3.1386, 0.4836, 0.6663], [0.8732, 1.3267, 0.7401], [1.2750, -1.0154, 0.5461], [2.2472, 1.5639, 0.7214], [-1.2588, -3.5614, -1.2357], [-3.0527, 0.7379, -0.4294], [2.6856, 5.2736, 0.2740], [-3.4425, -0.0540, 0.6420], [0.2514, -5.1077, -2.5201], [-2.5900, 2.0282, -0.2386], [4.0498, 3.1208, 1.3897], [-2.8762, 1.7489, 2.1314], [-2.5107, 2.5508, 1.0488], [2.6389, -0.8041, 0.5773], [4.7152, 1.8446, 1.8892], [0.3867, 0.0368, 0.6460], [-3.3329, 0.4640, 1.9272], [-1.0762, -4.3510, -2.5351], [-3.9296, -1.4591, 0.4035], [2.1084, 3.8884, 0.1011], [-2.2310, -5.3336, -2.7206], [2.0222, 5.9752, -0.2247], [3.9189, 3.8158, 2.2267], [-3.6175, -0.1413, 2.7755], [-1.5672, 5.6493, 0.7781], [5.7567, 2.0624, 2.1273], [5.0200, 1.1421, -0.1283], [5.1408, -0.1339, 1.0912], [-0.6730, -0.1556, 0.6564], [-2.2883, -6.0162, -1.8752], [1.0952, -4.4517, -2.3169], [-2.1248, -2.5131, 0.7942], [-3.1719, -4.7994, -2.8062], [-2.0797, -5.9164, -3.6261], [0.3865, -2.4275, -1.8221], [-3.1161, 0.3369, -1.4301], [-2.6515, 4.8245, -0.3674], [-1.2305, -4.2529, -0.3853], [4.2229, 1.4895, 2.7963], [-1.0893, -3.6362, -3.3653], [-2.2911, 2.6132, -1.0932], [2.7616, 5.5370, 1.3260], [-2.7999, 2.1625, 3.1247], [3.6723, 5.3473, -0.1778], [-0.9261, 4.3603, -0.2721], [0.2354, -5.8713, -1.7450], [-4.6077, -1.4858, -0.4541], [-4.4460, -1.8394, 1.2895], [4.7121, 3.5931, 0.6555], [3.2978, -1.6572, 0.5313], [0.1844, 2.1478, 0.8300], [0.4163, -5.5929, -3.4795]], "lowdin_charge": [0.677, -0.293, 0.051, -0.289, 0.064, -0.088, -0.072, 0.090, 0.022, -0.081, -0.453, -0.126, -0.148, 0.038, -0.269, -0.125, -0.261, -0.029, 0.011, -0.228, -0.064, -0.014, -0.150, -0.003, -0.296, -0.003, -0.158, -0.021, -0.037, -0.377, -0.119, -0.461, -0.058, 0.089, 0.126, 0.113, 0.094, 0.117, 0.129, 0.120, 0.098, 0.087, 0.062, 0.101, 0.070, 0.081, 0.120, 0.121, 0.097, 0.150, 0.126, 0.145, 0.111, 0.085, 0.117, 0.084, 0.064, 0.089, 0.126, 0.123, 0.124, 0.119, 0.104, 0.081]}

***

Entry 3:
{"formula": "C17H23CrF4N4Se", "method": "ωB97M-V/def2-TZVPD", "e_lumo_ev": [-2.1748, -2.3600], "s2": 6.02, "total_charge": 1, "homo_lumo_gap_ev": [8.0, 8.2], "e_homo_ev": [-10.2, -10.6], "spin_multiplicity": 5, "elements": ["Se", "Cr", "F", "F", "F", "F", "N", "N", "N", "N", "C", "C", "C", "C", "C", "C", "C", "C", "C", "C", "C", "C", "C", "C", "C", "C", "C", "H", "H", "H", "H", "H", "H", "H", "H", "H", "H", "H", "H", "H", "H", "H", "H", "H", "H", "H", "H", "H", "H", "H"], "xyz": [[-1.4937, 1.1722, -1.0800], [0.8023, 0.6834, -0.0542], [4.7668, -0.8439, -2.0992], [5.2720, 0.3057, -4.4352], [1.3759, 2.3465, -1.2746], [1.9274, 3.5236, -3.6436], [2.6597, 0.2428, -0.3748], [0.9303, -0.8530, 1.4398], [-3.8782, -0.3984, -0.8896], [-3.6116, 0.8510, 0.8437], [2.3951, 1.8403, -2.0987], [-4.9728, -0.6073, -0.0687], [2.6473, 2.4563, -3.2970], [2.4216, -1.0461, 1.5829], [0.3674, -0.3575, 2.7249], [-3.0533, 0.4960, -0.3244], [0.3500, -2.1908, 1.1139], [3.1358, -0.9867, 0.2418], [4.0469, 0.2319, -2.4626], [-3.6597, -1.0528, -2.1821], [3.0623, 0.7174, -1.6053], [3.6325, 1.9548, -4.1233], [-3.0588, 1.8311, 1.7760], [-1.1273, -2.2081, 0.7740], [-4.8051, 0.1731, 1.0164], [0.6971, 1.0946, 3.0164], [4.3141, 0.8398, -3.6770], [-0.7131, -0.4753, 2.6724], [-1.3520, -1.5438, -0.0610], [-5.4223, 0.3140, 1.8858], [-1.7648, -1.9406, 1.6171], [0.3550, 1.7663, 2.2197], [-2.6898, 2.6869, 1.2180], [-2.2423, 1.3905, 2.3458], [1.7588, 1.2748, 3.1742], [-3.1916, -0.3494, -2.8629], [-1.3948, -3.2243, 0.4808], [2.6058, -1.9866, 2.1088], [0.1743, 1.4066, 3.9215], [3.8576, 2.4092, -5.0769], [0.7232, -1.0076, 3.5311], [4.2113, -0.9760, 0.4287], [0.5556, -2.8478, 1.9656], [-5.7656, -1.2832, -0.3347], [0.9173, -2.5802, 0.2684], [-4.6251, -1.3593, -2.5738], [2.9291, -1.8765, -0.3618], [2.7965, -0.2330, 2.2007], [-3.0165, -1.9216, -2.0582], [-3.8507, 2.1409, 2.4515]], "lowdin_charge": [0.784, 0.616, 0.100, 0.116, -0.055, 0.117, -0.118, -0.257, -0.112, -0.107, -0.114, -0.016, -0.220, -0.155, -0.229, -0.680, -0.216, -0.203, -0.138, -0.005, -0.173, 0.080, 0.000, -0.073, -0.018, -0.074, -0.206, 0.098, 0.024, 0.133, 0.075, 0.059, 0.085, 0.078, 0.080, 0.071, 0.092, 0.134, 0.093, 0.144, 0.137, 0.130, 0.131, 0.134, 0.123, 0.101, 0.118, 0.116, 0.097, 0.102]}

***

Entry 4:
{"formula": "C6H4O", "method": "ωB97M-V/def2-TZVPD", "e_lumo_ev": -1.1218, "homo_lumo_gap_ev": 9.3, "e_homo_ev": -10.5, "spin_multiplicity": 1, "elements": ["O", "C", "C", "C", "C", "C", "C", "H", "H", "H", "H"], "xyz": [[1.3683, 0.1330, 1.3614], [-0.6112, -1.6848, -0.6466], [1.0086, 0.0641, -1.5531], [0.2776, -0.1150, 0.9027], [-1.9645, 0.4753, 2.1939], [-0.9524, 0.1585, 1.6227], [0.1529, -0.6316, -0.5178], [0.7029, 1.1131, -1.6232], [-2.8599, 0.7636, 2.7023], [2.0540, 0.0352, -1.2343], [0.9115, -0.3943, -2.5391]], "lowdin_charge": [0.126, 0.280, -0.042, -0.425, 0.170, -0.030, -0.384, 0.091, 0.045, 0.088, 0.081]}

***

Energy relative to the best compared isomer or geometry (same formula, charge and spin) for every record listed, in sequence, given in eV: 0.000 0.621 0.226 4.382.
Molar mass for every record listed, in sequence, given in g/mol: 356.6 473.6 490.3 92.1.
DFT total energy for every record listed, in sequence, given in eV: -29464.27448 -50935.36828 -128594.75577 -8328.05830.